(1)
{"formula": "Br2H2NOP", "method": "wB97M-V/def2-TZVPD", "elements": ["N", "O", "P", "Br", "Br", "H", "H"], "xyz": [[-0.2309, 0.3740, -0.0923], [-1.6644, 0.6534, -2.4180], [-0.5694, 1.1064, -1.5264], [-0.4966, 3.2004, -0.8453], [2.3768, 0.8785, -2.7391], [0.7565, 0.3978, 0.1651], [-0.7833, -0.3580, 0.2836]], "mulliken_charge": [-0.374, -0.446, 0.666, -0.025, -0.371, 0.288, 0.262], "homo_energy_ev": [-9.67, -9.66], "largest_force_ev_per_a": 2.3, "de_lowest_kj_mol": 225.4, "charge": 0, "gap_ev": [6.78, 6.77]}

=====

(2)
{"formula": "Br2H3N2P", "method": "wB97M-V/def2-TZVPD", "elements": ["H", "N", "N", "H", "Br", "P", "Br", "H"], "xyz": [[-1.0752, 0.3732, 0.7920], [-1.5792, -0.3663, 0.4071], [-1.2098, -1.4066, 0.9349], [-1.7772, -2.1983, 0.4947], [1.4802, 1.5838, 0.3054], [2.3968, 0.0546, -0.9700], [4.1037, -0.6495, 0.2604], [3.2305, 1.0134, -1.6338]], "mulliken_charge": [0.245, -0.257, -0.230, 0.246, -0.122, 0.109, -0.117, 0.125], "homo_energy_ev": -9.37, "largest_force_ev_per_a": 2.6, "de_lowest_kj_mol": 104.9, "charge": 0, "gap_ev": 9.31}

=====

(3)
{"formula": "Br2HNS2", "method": "wB97M-V/def2-TZVPD", "elements": ["Br", "S", "N", "S", "Br", "H"], "xyz": [[-2.4803, -2.5017, -0.3052], [-0.7502, -1.9223, 0.8063], [-0.6035, -0.2814, 0.5431], [-1.2132, 0.9133, 1.4370], [-3.1652, 2.2113, -0.0202], [0.2358, -0.2432, -0.1459]], "mulliken_charge": [-0.014, 0.063, -0.262, 0.108, -0.240, 0.346], "homo_energy_ev": -9.59, "largest_force_ev_per_a": 3.1, "de_lowest_kj_mol": 100.8, "charge": 0, "gap_ev": 7.12}

=====

(4)
{"formula": "Br2IOP", "method": "wB97M-V/def2-TZVPD", "elements": ["O", "P", "Br", "Br", "I"], "xyz": [[1.6524, -1.1277, 0.7414], [1.1100, 0.0933, 0.2055], [2.9274, 1.4294, -0.3044], [-3.5644, -1.1672, -0.1402], [-2.1254, 0.7722, -0.5023]], "mulliken_charge": [-0.330, 0.529, -0.260, -0.095, 0.155], "homo_energy_ev": -9.68, "largest_force_ev_per_a": 1.7, "de_lowest_kj_mol": 132.7, "charge": 0, "gap_ev": 7.78}

=====

(5)
{"formula": "Br2O2S", "method": "wB97M-V/def2-TZVPD", "elements": ["O", "S", "O", "Br", "Br"], "xyz": [[1.0444, -0.4685, 1.2510], [0.2337, -0.0981, -0.1184], [0.7387, -0.5549, -1.3693], [-0.3369, 2.2655, 0.0241], [-1.6799, -1.1439, 0.2126]], "mulliken_charge": [-0.417, 0.685, -0.340, 0.007, 0.065], "homo_energy_ev": -11.33, "largest_force_ev_per_a": 7.4, "de_lowest_kj_mol": 149.1, "charge": 0, "gap_ev": 8.04}

=====

(6)
{"formula": "Br3Fe", "method": "wB97M-V/def2-TZVPD", "elements": ["Fe", "Br", "Br", "Br"], "xyz": [[-0.6259, 0.0469, 0.4933], [0.2156, 3.8544, -0.4231], [-1.9692, -2.0837, -2.5325], [2.3794, -1.8176, 2.4623]], "mulliken_charge": [0.934, -0.657, -0.618, -0.659], "homo_energy_ev": [-5.75, -6.33], "largest_force_ev_per_a": 1.3, "s2": 6.163, "spin_multiplicity": 5, "charge": -1, "gap_ev": [3.77, 4.84]}

=====

(7)
{"formula": "Br3HNP", "method": "wB97M-V/def2-TZVPD", "elements": ["N", "P", "Br", "Br", "Br", "H"], "xyz": [[-1.7322, -0.6362, 0.2686], [0.2976, 0.0265, 0.0386], [0.9972, 2.1319, 0.2513], [1.2187, -0.5619, -1.9022], [1.4599, -1.1059, 1.4788], [-2.2413, 0.1456, -0.1351]], "mulliken_charge": [-0.480, 0.490, -0.072, -0.072, -0.055, 0.189], "homo_energy_ev": [-8.96, -8.96], "largest_force_ev_per_a": 4.5, "de_lowest_kj_mol": 253.6, "charge": 0, "gap_ev": [7.35, 7.35]}

=====

(8)
{"formula": "Br3HOSi", "method": "wB97M-V/def2-TZVPD", "elements": ["O", "Si", "Br", "Br", "Br", "H"], "xyz": [[1.3547, -1.9342, 0.0736], [-0.0771, 1.6263, 0.7074], [-1.9189, 0.5024, 1.3097], [0.8469, -0.7076, -1.2118], [-0.7243, 2.8083, -1.1791], [0.5187, -2.2951, 0.3002]], "mulliken_charge": [-0.450, 0.320, -0.159, 0.148, -0.222, 0.362], "homo_energy_ev": -9.28, "largest_force_ev_per_a": 1.9, "de_lowest_kj_mol": 510.4, "charge": 0, "gap_ev": 8.20}

=====

(9)
{"formula": "Br3Ni", "method": "wB97M-V/def2-TZVPD", "elements": ["Ni", "Br", "Br", "Br"], "xyz": [[0.1772, 0.0073, -0.0623], [-1.8017, -0.0963, 1.0259], [1.6807, 0.4391, 1.0152], [-0.0561, -0.3502, -1.9788]], "mulliken_charge": [0.103, -0.389, -0.372, -0.342], "homo_energy_ev": [-4.71, -4.80], "largest_force_ev_per_a": 9.8, "de_lowest_kj_mol": 132.6, "s2": 2.011, "spin_multiplicity": 3, "charge": -1, "gap_ev": [8.44, 7.76]}

=====

(10)
{"formula": "Br4Cd2F2", "method": "wB97M-V/def2-TZVPD", "elements": ["Cd", "Cd", "Br", "Br", "Br", "Br", "F", "F"], "xyz": [[-0.8688, -2.4928, -0.0596], [0.8245, 2.4669, -0.7616], [-0.2357, 3.8489, 2.8521], [-1.8796, 0.0278, 1.1083], [3.2230, 0.4802, 1.2145], [0.8376, -4.7942, 0.0434], [-1.6826, -3.2519, -1.9413], [-0.2184, 3.7150, -2.4558]], "mulliken_charge": [1.068, 1.092, -0.785, -0.628, -0.645, -0.656, -0.742, -0.704], "homo_energy_ev": -2.98, "largest_force_ev_per_a": 2.6, "charge": -2, "gap_ev": 4.69}

=====

(11)
{"formula": "Br4F4Mg2V2", "method": "wB97M-V/def2-TZVPD", "elements": ["Mg", "Mg", "V", "V", "F", "F", "F", "F", "Br", "Br", "Br", "Br"], "xyz": [[0.5192, -0.3190, -0.9364], [3.0609, -1.6971, -0.5264], [-1.0676, 2.8711, 0.7337], [-2.4392, -0.7376, 0.3134], [-1.1794, 0.8759, 0.7837], [1.1385, -1.7541, 0.0112], [2.2453, -0.5386, -1.8668], [4.3292, -2.1811, 0.4516], [-2.4617, 4.1350, 2.0853], [-1.6911, -1.5798, -2.0352], [-2.1666, -1.0740, 2.5811], [-0.2875, 1.9994, -1.5953]], "mulliken_charge": [1.511, 1.260, 0.809, 0.704, -0.333, -0.642, -0.664, -0.689, -0.412, -0.634, -0.394, -0.515], "homo_energy_ev": [-9.47, -10.25], "largest_force_ev_per_a": 3.1, "s2": 12.018, "spin_multiplicity": 7, "charge": 0, "gap_ev": [8.58, 8.83]}

=====

(12)
{"formula": "Br5HSi2", "method": "wB97M-V/def2-TZVPD", "elements": ["Si", "Si", "Br", "Br", "Br", "Br", "Br", "H"], "xyz": [[1.0524, 0.0648, 0.5704], [-1.0653, -0.4192, -0.4114], [0.8295, 0.9129, 2.6120], [2.1116, 2.1391, -1.5887], [-2.2180, 1.0934, -1.5037], [-0.5493, -2.2954, -1.3666], [-2.4976, -0.9163, 1.2418], [2.3368, -0.5793, 0.4461]], "mulliken_charge": [0.474, 0.616, -0.128, -0.470, -0.117, -0.164, -0.203, -0.007], "homo_energy_ev": -9.29, "largest_force_ev_per_a": 2.7, "de_lowest_kj_mol": 224.4, "charge": 0, "gap_ev": 7.22}

=====

(13)
{"formula": "BrCl2OP", "method": "wB97M-V/def2-TZVPD", "elements": ["O", "P", "Cl", "Cl", "Br"], "xyz": [[1.6082, -0.6574, -1.5559], [-0.0103, 0.0287, -0.0421], [0.2521, 1.8964, 0.5408], [0.2925, -1.1107, 1.5366], [-2.1425, -0.1570, -0.4795]], "mulliken_charge": [-0.478, 0.739, -0.103, -0.096, -0.062], "homo_energy_ev": [-10.08, -10.08], "largest_force_ev_per_a": 5.0, "de_lowest_kj_mol": 316.5, "charge": 0, "gap_ev": [8.14, 8.14]}

=====

(14)
{"formula": "BrClFHSi", "method": "wB97M-V/def2-TZVPD", "elements": ["F", "Si", "Cl", "Br", "H"], "xyz": [[-0.4118, 0.2189, -1.1790], [-1.7765, -0.4547, -0.6071], [1.4666, 1.2173, 0.9602], [-0.7712, -1.7382, 1.0769], [1.4929, 0.7567, -0.2510]], "mulliken_charge": [-0.154, 0.233, -0.258, -0.078, 0.257], "homo_energy_ev": [-7.27, -10.93], "largest_force_ev_per_a": 2.0, "de_lowest_kj_mol": 38.4, "s2": 2.005, "spin_multiplicity": 3, "charge": 0, "gap_ev": [7.57, 7.00]}

=====

(15)
{"formula": "BrClHP", "method": "wB97M-V/def2-TZVPD", "elements": ["P", "Cl", "Br", "H"], "xyz": [[-0.2482, 0.8588, 0.2551], [1.4320, 0.6617, -0.8579], [0.1189, -1.9608, 1.1322], [-1.3027, 0.4403, -0.5294]], "mulliken_charge": [0.245, -0.065, -0.321, 0.141], "homo_energy_ev": -9.86, "largest_force_ev_per_a": 3.2, "de_lowest_kj_mol": 132.6, "charge": 0, "gap_ev": 7.28}

=====

(16)
{"formula": "BrClO2P", "method": "wB97M-V/def2-TZVPD", "elements": ["O", "O", "P", "Cl", "Br"], "xyz": [[-0.3975, -0.6079, -1.5894], [-0.5944, -1.4644, 0.8014], [-0.1082, -0.4953, -0.1975], [-1.0123, 2.5865, 0.9603], [2.1124, -0.0189, 0.0252]], "mulliken_charge": [-0.452, -0.482, 0.822, -0.746, -0.141], "homo_energy_ev": [-5.06, -5.06], "largest_force_ev_per_a": 3.1, "de_lowest_kj_mol": 153.4, "charge": -1, "gap_ev": [6.66, 6.66]}

=====

(17)
{"formula": "BrClO3P", "method": "wB97M-V/def2-TZVPD", "elements": ["O", "O", "O", "P", "Cl", "Br"], "xyz": [[0.1756, 1.1495, -1.7041], [0.0657, 0.9272, 1.5110], [0.2978, -1.1769, 0.0387], [-0.2067, 0.3940, 0.1743], [1.9685, -1.0739, 0.0310], [-2.3010, -0.2199, -0.0509]], "mulliken_charge": [-0.351, -0.485, -0.113, 0.326, -0.075, -0.303], "homo_energy_ev": [-1.93, -5.65], "largest_force_ev_per_a": 2.3, "s2": 2.012, "spin_multiplicity": 3, "charge": -1, "gap_ev": [5.31, 8.86]}

=====

(18)
{"formula": "BrCu", "method": "wB97M-V/def2-TZVPD", "elements": ["Cu", "Br"], "xyz": [[0.9516, -0.3699, -0.9050], [-0.9516, 0.3699, 0.9050]], "mulliken_charge": [0.515, -0.515], "homo_energy_ev": -9.07, "largest_force_ev_per_a": 2.2, "de_lowest_kj_mol": 26.9, "charge": 0, "gap_ev": 6.96}

=====

(19)
{"formula": "BrF2N", "method": "wB97M-V/def2-TZVPD", "elements": ["N", "F", "F", "Br"], "xyz": [[0.2898, -0.7084, -0.6068], [-0.5154, -1.1999, 0.5622], [0.0413, 1.7888, 0.1443], [1.3999, 0.3625, 0.0933]], "mulliken_charge": [0.011, -0.202, -0.418, 0.609], "homo_energy_ev": [-11.46, -11.14], "largest_force_ev_per_a": 2.5, "de_lowest_kj_mol": 154.0, "charge": 0, "gap_ev": [9.06, 8.78]}

=====

(20)
{"formula": "BrFHP", "method": "wB97M-V/def2-TZVPD", "elements": ["F", "P", "Br", "H"], "xyz": [[-0.3782, -1.2776, -0.4942], [-0.3068, -0.2046, 0.6765], [1.5162, 0.7426, -0.0802], [-0.8313, 0.7397, -0.1021]], "mulliken_charge": [-0.207, 0.268, -0.139, 0.077], "homo_energy_ev": -10.07, "largest_force_ev_per_a": 2.5, "de_lowest_kj_mol": 24.7, "charge": 0, "gap_ev": 10.41}